[1]
C4H6N2 | wB97M-V/def2-TZVPD

Structure (XYZ):
```
12
Properties=species:S:1:pos:R:3:forces:R:3
H 2.4447 -1.3660 -0.3662 0.01 -0.07 0.06
C -1.7982 0.6493 -0.7302 -0.08 0.18 -0.19
H -2.3469 0.6709 -1.6518 0.12 -0.01 -0.18
C -1.2672 1.2957 0.2568 -0.70 -0.19 0.07
N 0.1348 -0.7334 0.2135 0.27 0.24 -0.15
N 2.3297 -0.4195 -0.0206 0.24 -0.03 0.09
H 3.1653 0.1342 0.0292 -0.10 0.01 -0.01
H -1.8405 -0.8479 0.9396 0.13 0.43 0.08
C -1.2046 -0.2062 0.3173 -0.06 0.35 0.56
H -1.0585 2.2641 0.7024 -0.01 -0.54 0.02
C 1.1512 0.1342 0.2856 0.11 -0.52 -0.21
H 0.2404 -1.7360 0.0635 0.07 0.16 -0.14
```
Positions in Å, forces in eV/Å.

Its multiplicity is 1.

Mulliken atomic charge list, values in e, 5 entries: atom 1 (H): 0.173, atom 2 (C): -0.262, atom 3 (H): 0.367, atom 4 (C): -0.256, atom 5 (N): -0.065

[2]
C4H6N2O | wB97M-V/def2-TZVPD

Structure (XYZ):
```
13
Properties=species:S:1:pos:R:3:forces:R:3
C -0.9481 0.7809 0.8113 0.09 0.10 -0.34
C -0.1157 -0.4103 0.7138 0.07 0.00 -0.08
H 2.4662 -1.3095 -0.7897 -0.16 0.06 -0.03
H -0.0402 -1.1580 1.4952 -0.01 0.09 -0.13
C 0.8204 0.4218 -1.4957 -0.16 -0.11 0.13
O -1.6112 1.0249 1.9768 0.06 -0.13 0.10
C 0.5948 -0.4253 -0.4312 -0.03 0.18 -0.06
N 1.5018 -1.3182 -1.0901 0.10 -0.25 0.10
H 0.1851 0.3014 -2.3754 0.05 0.03 0.09
H -1.5866 2.4018 0.0556 0.07 -0.07 -0.07
H 1.1456 -2.2396 -1.3135 0.00 0.17 0.03
H -1.3863 0.3455 2.6250 -0.04 0.10 -0.09
N -1.0258 1.5846 -0.1821 -0.04 -0.17 0.33
```
Positions in Å, forces in eV/Å.

Its multiplicity is 1.

Mulliken atomic charge list, values in e, 5 entries: atom 1 (C): 0.733, atom 2 (C): -0.679, atom 3 (H): 0.262, atom 4 (H): 0.286, atom 5 (C): -0.389

[3]
C4H6N2O | wB97M-V/def2-TZVPD

Structure (XYZ):
```
13
Properties=species:S:1:pos:R:3:forces:R:3
H -3.2170 -1.5907 0.1737 -2.65 -2.49 -1.74
H -1.9173 2.2658 -0.3406 1.70 -0.54 0.17
C -0.9513 0.3348 0.0229 6.92 -1.08 -1.06
H 0.5689 -1.1795 -1.1971 0.49 -0.38 -0.32
H 1.4918 -0.1988 1.5050 0.83 -0.57 -0.42
H -0.0170 2.1447 -0.8001 -1.14 -0.14 0.94
H 2.6872 -1.3158 0.4523 -0.88 0.28 0.16
N -1.9089 -0.5139 -0.3348 -3.06 -2.22 0.72
C -0.8991 1.7448 -0.2117 -0.53 2.03 -3.71
O -0.6704 1.2021 1.0186 -0.65 -0.21 4.04
N -2.5304 -1.0882 0.5914 2.80 2.84 1.23
C 0.7686 -0.7440 -0.2396 -5.91 1.53 -3.25
C 1.7140 -0.8027 0.5901 2.08 0.94 3.25
```
Positions in Å, forces in eV/Å.

Its multiplicity is 1.

Mulliken atomic charge list, values in e, 5 entries: atom 1 (H): 0.238, atom 2 (H): 0.252, atom 3 (C): 0.629, atom 4 (H): 0.320, atom 5 (H): 0.228

[4]
C4H6N2O | wB97M-V/def2-TZVPD

Structure (XYZ):
```
13
Properties=species:S:1:pos:R:3:forces:R:3
O 1.5200 -0.0315 -1.7381 0.04 -0.02 -0.21
C -0.5354 0.3952 -0.6220 -0.22 -0.32 -0.01
C 1.6137 0.1512 0.6551 0.43 0.19 -0.15
H -1.2935 -0.7129 1.6070 0.12 0.22 -0.23
H 2.6815 -0.0302 0.5457 -0.03 -0.02 0.02
H 1.4506 1.1169 1.1408 -0.04 -0.09 0.02
H -1.6133 -1.4373 -1.1811 0.03 -0.09 -0.13
C 0.9577 0.1679 -0.6972 0.07 0.13 0.39
H 1.1717 -0.6296 1.2714 -0.06 -0.03 0.08
H -2.0352 1.6036 -0.7084 0.03 -0.32 0.06
N -1.6032 -1.2825 0.8186 -0.37 -0.56 0.73
N -1.0188 1.5444 -0.7740 0.17 0.68 -0.11
C -1.2959 -0.8550 -0.3178 -0.17 0.24 -0.46
```
Positions in Å, forces in eV/Å.

Its multiplicity is 1. Its structure (SMILES) is [H]/N=C\C(=N/[H])C(C)=O.

Mulliken atomic charge list, values in e, 5 entries: atom 1 (O): -0.510, atom 2 (C): 0.378, atom 3 (C): -1.132, atom 4 (H): 0.276, atom 5 (H): 0.325

[5]
C4H6N2O | wB97M-V/def2-TZVPD

Structure (XYZ):
```
13
Properties=species:S:1:pos:R:3:forces:R:3
C 1.6907 -0.4939 -0.6097 0.00 -0.03 -0.05
H 0.6877 0.0624 1.2225 0.05 0.09 -0.06
H 1.5389 1.4026 0.4388 -0.06 -0.13 -0.04
H 2.0155 -0.0282 -1.5432 -0.04 -0.07 0.09
H -3.2738 0.2486 -0.4877 0.08 0.01 -0.02
O -0.2386 0.9660 -0.4075 -0.17 0.01 -0.03
N -2.4332 0.6934 -0.8473 0.23 -0.11 0.24
C -1.5068 -0.4395 1.0552 -0.15 -0.64 0.83
H 2.5712 -0.8635 -0.0742 -0.11 0.07 -0.08
C -1.4288 0.4256 -0.1291 -0.21 0.11 -0.18
C 0.9467 0.5029 0.2556 0.19 -0.07 0.15
H 1.0534 -1.3507 -0.8530 0.09 0.11 0.06
N -1.6228 -1.1257 1.9796 0.10 0.66 -0.92
```
Positions in Å, forces in eV/Å.

Its multiplicity is 1. Its structure (SMILES) is [H]/N=C(\C#N)OCC.

Mulliken atomic charge list, values in e, 5 entries: atom 1 (C): -0.971, atom 2 (H): 0.360, atom 3 (H): 0.246, atom 4 (H): 0.300, atom 5 (H): 0.260

[6]
C4H6N2O | wB97M-V/def2-TZVPD

Structure (XYZ):
```
13
Properties=species:S:1:pos:R:3:forces:R:3
C 0.5749 0.4901 0.4922 -0.22 -0.16 -0.40
O 0.9382 -1.8655 0.7721 -0.12 -0.22 -0.28
C 0.1176 -0.8153 0.4842 -0.14 0.31 -0.13
H -1.7698 -1.6745 -0.3444 -0.12 0.09 0.25
H -2.4190 0.9666 -0.6798 -0.15 -0.13 0.29
H 2.4762 0.2776 -0.1544 0.17 0.09 0.31
C -1.1926 -0.8089 -0.0519 -0.12 -0.05 0.19
H -0.3684 2.2741 0.0439 -0.20 -0.06 -0.17
N -0.5015 1.2850 0.1715 -0.06 -0.09 -0.29
C -1.5365 0.5163 -0.2556 -0.09 -0.01 0.12
H 0.4226 -2.6800 0.7428 0.12 0.10 -0.03
N 1.7470 0.9811 -0.1716 0.32 -0.11 0.26
H 1.4014 0.9639 -1.1341 0.62 0.25 -0.12
```
Positions in Å, forces in eV/Å.

Its multiplicity is 1. Its structure (SMILES) is Nc1[nH]ccc1O.

Mulliken atomic charge list, values in e, 5 entries: atom 1 (C): 0.199, atom 2 (O): -0.513, atom 3 (C): 0.300, atom 4 (H): 0.353, atom 5 (H): 0.409

The calculation returns the following energy above the lowest of the compared OMol25 structures with the same formula, charge and spin values, one per record and in order: 387.9, 446.9, 678.3, 199.7, 163.9, 194.4 kJ/mol.